1.
Entry from the Open Molecules 2025 dataset: a molecular structure, C50H66N4P2SSiTi at a distorted geometry (wB97M-V/def2-TZVPD).

E_tot = -4383.7339 hartree
⟨S²⟩ = 2.029
HOMO level (alpha / beta) = -6.4 / -7.0 eV
LUMO energy (alpha / beta) = 0.17 / -1.15 eV
spin multiplicity = 3
energy relative to the best compared isomer or geometry (same formula, charge and spin) = 82.3 kcal/mol

```
125
Properties=species:S:1:pos:R:3:forces:R:3:lowdin_spin:R:1
C -0.1833 -4.0473 4.2230 -0.053 -0.094 -0.060 0.00
H 4.7452 0.6340 2.8633 0.053 0.029 -0.035 0.00
H -0.0842 -6.6461 3.5395 0.084 -0.150 0.055 0.00
H -2.2180 2.1991 1.0247 -0.116 0.179 -0.206 0.00
H -3.1357 2.9866 -0.2678 -0.006 -0.087 -0.071 0.00
C -1.1282 2.3357 -2.4376 0.100 -0.259 0.432 0.00
C 1.3362 -1.5082 2.6545 0.229 -0.926 0.652 0.00
H 5.8692 -0.4607 6.8400 0.027 0.032 0.090 0.00
H 0.4441 -4.3320 5.0702 0.022 0.075 0.108 0.00
H 0.7197 -3.5131 0.9197 -0.130 -0.059 0.129 0.01
H -2.1610 -3.3721 1.6519 -0.240 0.043 -0.067 0.00
C 1.5718 4.5407 -1.6094 -0.054 0.063 0.086 0.00
C 4.1929 0.2339 -0.2180 -0.588 0.108 -0.389 0.00
C 5.4366 0.1601 4.8362 0.172 0.042 0.034 0.00
C -4.1472 -1.5359 -1.1717 -0.057 0.114 -0.229 0.00
H -3.8343 -4.5144 -2.0815 -0.010 -0.033 -0.063 0.00
C -0.3221 -5.3346 1.1124 -0.190 0.081 -0.034 0.00
H 0.5284 1.8194 -3.6919 0.075 -0.037 0.071 0.00
H -0.6560 -5.2414 0.0766 0.058 -0.021 -0.101 0.00
C -1.1561 -2.9838 1.6899 0.140 0.388 0.045 0.01
N 2.5961 1.8403 2.2183 1.251 0.673 -0.059 -0.01
H 3.6068 -1.3794 7.2158 -0.045 -0.075 0.058 0.00
H -2.3562 -5.7514 1.7096 -0.096 0.009 0.015 0.00
H -0.6078 0.7487 -5.3881 -0.010 -0.057 -0.030 0.00
C -4.4411 -2.4471 -2.3597 -0.106 -0.021 0.164 0.00
C 1.3814 3.1850 -1.3545 -0.028 -0.084 0.098 0.00
H -4.4987 5.6944 1.2018 0.019 0.058 0.080 0.00
H -1.6610 -5.2630 5.1599 -0.073 0.049 -0.025 0.00
C 3.2520 -0.4079 3.9848 0.571 0.080 0.498 0.00
H 4.3891 2.0737 -2.4179 0.166 -0.075 0.003 0.00
H -5.4458 -2.8631 -2.2691 -0.023 0.037 -0.106 0.00
H -2.2233 -4.5062 3.6829 -0.067 -0.003 0.021 0.00
H 6.4084 0.6069 4.6814 0.070 -0.002 -0.019 0.00
H -1.2142 5.3948 -1.4908 0.097 0.050 0.041 0.00
C -1.1805 3.8685 0.1088 0.318 -0.530 0.084 0.00
H -0.5282 4.2695 -3.2016 -0.044 0.080 0.099 0.00
H -1.5501 -1.6704 -2.9456 0.059 0.005 0.106 0.00
N 1.9752 4.0522 2.4434 0.228 -0.071 0.105 0.00
H 4.6562 4.4474 -2.9750 0.073 0.027 0.000 0.00
H -3.1431 -3.7413 -3.5032 0.019 -0.087 0.005 0.00
C -1.7104 -1.8152 -1.8714 0.503 -0.122 0.311 0.05
H -3.1047 6.6835 -0.6037 -0.041 -0.039 -0.060 0.00
H -2.9234 -0.0527 -2.1070 0.045 0.109 0.024 0.00
C -0.3863 1.3451 -3.3294 -0.095 -0.191 0.101 0.01
C -0.0058 -3.9317 1.6390 0.300 -0.224 -0.121 0.02
C -2.7961 -0.8468 -1.3694 -0.075 0.049 0.247 0.02
C -3.4357 5.4554 1.1360 -0.109 0.018 -0.137 0.00
C -3.1763 4.0203 1.6313 -0.079 -0.067 -0.044 0.00
S -0.0035 2.2691 2.6130 -0.328 0.039 0.319 0.00
C 2.7462 4.9996 -2.1767 0.007 0.121 -0.041 0.00
C -2.3297 1.9290 -4.8538 0.156 0.057 -0.181 0.00
C 0.9942 -2.6505 -3.3149 -0.108 -0.006 0.005 0.04
H -3.1888 1.8151 -4.1891 -0.089 -0.025 0.016 0.00
C -1.7493 3.3270 -4.6971 -0.198 -0.074 -0.002 0.00
H -2.4820 -0.3745 -0.4261 -0.058 0.030 -0.186 0.01
C 2.2680 -0.8624 -2.2990 -0.065 0.384 0.514 0.05
H 1.3941 -4.8508 2.9919 -0.042 0.081 -0.002 0.00
H -1.3444 -3.9454 -1.9500 -0.001 -0.073 0.093 0.00
C 3.1747 -2.1113 -4.1550 0.022 -0.034 -0.059 0.05
C 5.1301 -0.4277 6.0533 -0.117 0.016 -0.035 0.01
C 2.2907 -0.4193 2.8925 0.056 1.009 -0.674 0.07
C 1.6647 2.7208 2.4070 -0.515 -0.067 0.206 0.00
C 0.7406 -3.9688 2.9920 -0.121 0.127 -0.049 0.01
H -0.8544 3.3999 -5.3166 0.063 0.049 -0.065 0.00
C -1.4898 5.2765 -0.4476 -0.124 0.028 -0.292 0.00
C 1.6083 -2.7576 3.1135 0.031 0.454 -0.287 0.05
H 0.8113 5.2547 -1.3418 -0.096 0.064 -0.031 0.00
C 1.1101 -1.6603 -2.3348 0.265 -0.137 0.022 0.05
H -0.0917 0.4707 -2.7433 0.109 0.157 -0.144 0.01
H 0.1107 -3.2691 -3.3631 -0.102 -0.079 -0.012 0.00
H 2.9537 4.2615 2.5715 0.048 0.014 -0.060 0.00
C 2.9359 -0.9570 5.2333 -0.128 0.124 -0.268 0.01
H 3.9813 -2.2985 -4.8483 0.075 -0.007 -0.079 0.00
H -0.5687 -3.0446 4.4224 0.058 -0.029 0.083 0.00
C -3.4077 -3.5812 -2.4554 0.020 -0.018 0.035 0.00
H 2.5686 -2.9082 3.5840 0.083 0.132 0.085 0.00
C 3.2869 -1.1131 -3.2034 0.060 0.032 -0.222 0.00
P -0.0730 -1.4837 -0.9888 -0.551 0.546 -0.733 0.53
H -2.5477 4.0396 2.5232 -0.023 -0.057 0.025 0.00
C -2.9680 5.6414 -0.3037 0.131 0.189 0.163 0.00
H -2.3201 -3.4288 -0.5900 0.039 -0.029 0.024 0.00
H -2.9045 6.1690 1.7691 -0.026 0.063 0.019 0.00
C -1.3704 -5.0143 4.1360 0.205 -0.046 0.088 0.00
H 4.4712 1.0900 0.3904 -0.041 0.158 0.101 0.00
H 2.8719 6.0564 -2.3712 0.016 0.038 0.002 0.00
H 1.3371 4.6373 2.9604 0.016 -0.116 -0.090 0.00
C -1.3577 -6.1673 1.8637 0.285 -0.028 0.008 0.00
H -1.3576 -7.1634 1.4110 -0.106 0.026 -0.021 0.00
H 1.9480 -1.3581 5.4000 -0.060 -0.067 -0.004 0.00
H -4.9308 -0.7794 -1.0820 0.025 -0.029 0.100 0.00
H -1.7272 -0.0596 -4.3054 0.025 -0.106 -0.012 0.00
H -0.5628 4.0091 1.0071 -0.227 -0.133 -0.270 0.00
N 0.2303 -1.0039 1.9822 0.121 -1.147 0.711 0.00
H -2.0863 1.8882 -2.1462 0.060 0.007 -0.026 0.00
H 1.9189 -3.6551 -4.9530 -0.005 -0.055 -0.072 0.00
H -1.8249 -0.9822 1.8049 0.150 -0.289 0.006 0.01
H 4.9426 0.1167 -0.9947 0.177 -0.027 -0.197 0.00
C 3.8656 -0.9626 6.2538 0.195 0.033 0.144 0.00
H -2.2461 4.1415 -2.7737 0.032 0.102 0.062 0.00
C 2.4213 2.2764 -1.6134 -0.074 -0.577 0.161 0.00
C -1.4046 3.6191 -3.2265 0.003 -0.009 0.022 0.00
H -4.1488 -2.1184 -0.2496 -0.028 -0.016 0.100 0.00
C 2.0174 -2.8732 -4.2138 -0.003 -0.083 -0.107 0.00
H -2.6881 1.7768 -5.8732 -0.075 -0.028 0.017 0.00
C -0.9639 -1.6631 1.8286 -0.936 -0.580 0.277 0.02
C 4.5088 0.1812 3.8146 -0.232 -0.157 -0.204 0.01
P -0.2257 2.5079 -0.7882 -0.328 1.004 -0.590 0.01
H -4.4205 -1.8438 -3.2708 -0.042 0.027 -0.028 0.00
H -3.5780 5.0322 -0.9729 -0.032 0.001 -0.083 0.00
Si 2.4028 0.4649 -0.9255 0.727 -0.012 0.062 0.03
C -2.1446 -3.2651 -1.6521 -0.007 -0.120 -0.267 0.02
H -1.7824 -7.0769 3.7406 0.101 -0.074 0.045 0.00
H 4.2347 -0.6544 0.4094 -0.052 -0.166 0.067 0.00
C -1.1057 -6.3067 3.3631 -0.322 0.102 -0.049 0.00
C 3.5868 2.7618 -2.1966 0.048 0.076 -0.146 0.00
H -4.1162 3.5385 1.9075 0.014 -0.009 0.056 0.00
H 4.1833 -0.5107 -3.1753 0.143 0.066 0.006 0.00
H -2.4585 4.0749 -5.0570 0.093 0.050 -0.046 0.00
C -2.4690 3.1733 0.5766 0.150 -0.114 0.397 0.00
Ti 0.6074 0.5169 0.9036 -2.312 1.571 -2.872 0.87
N 2.0796 0.5855 2.0752 1.339 -1.476 2.672 -0.03
H -0.9108 6.0053 0.1250 0.069 0.037 -0.049 0.00
H 0.6214 -5.8875 1.0923 0.022 -0.023 -0.041 0.00
C 3.7472 4.1019 -2.5022 0.106 0.000 -0.052 0.00
C -1.2511 0.8978 -4.5190 -0.116 0.026 0.025 0.00
```
Forces are in eV/Å.



2.
Entry from the Open Molecules 2025 dataset: C4H5NS in the gas phase at a distorted geometry (wB97M-V/def2-TZVPD).

E_tot = -608.2258 hartree
SMILES = C1=NS[C@@H]2C[C@H]12
HOMO level = -8.3 eV
LUMO energy = 0.69 eV
spin multiplicity = 1
energy relative to the best compared isomer or geometry (same formula, charge and spin) = 78.3 kcal/mol

```
11
Properties=species:S:1:pos:R:3:forces:R:3:nbo_charge:R:1
H 0.2100 -1.3996 -1.5297 -0.227 -0.590 0.146 0.24
C -0.1075 -0.9525 -0.6025 -0.501 0.975 1.717 -0.39
H 1.6573 0.5770 -0.5626 -4.093 0.767 0.013 0.24
C 0.6834 -0.7501 0.6693 -0.507 -1.064 2.096 -0.41
S -1.8552 -0.8127 0.0125 0.719 -0.718 -1.429 0.50
H 0.1179 -0.9247 1.7285 1.601 0.413 -2.850 0.24
C -0.6606 1.4332 0.0244 -0.411 -0.622 -1.515 0.05
H -0.4128 2.5990 -0.3088 -1.430 -3.104 1.648 0.23
C 0.4445 0.4297 -0.2298 3.392 0.273 -0.541 -0.31
N -1.8173 0.8011 0.2119 1.787 4.001 -0.080 -0.59
H 1.7403 -1.0003 0.5868 -0.331 -0.331 0.795 0.21
```
Forces are in eV/Å.



3.
Entry from the Open Molecules 2025 dataset: a molecular structure, C24H25BMnN8O2S3 (wB97M-V/def2-TZVPD).

E_tot = -3888.7759 hartree
⟨S²⟩ = 8.754
HOMO level (alpha / beta) = -0.7 / -0.8 eV
total charge = -2
LUMO energy (alpha / beta) = 4.58 / 4.58 eV
spin multiplicity = 6
energy relative to the best compared isomer or geometry (same formula, charge and spin) = 0.0 kcal/mol

```
64
Properties=species:S:1:pos:R:3:forces:R:3:lowdin_spin:R:1
C 2.7048 0.2789 1.7325 0.012 -0.033 0.013 0.01
C 0.9208 3.4043 -4.3464 -0.007 -0.037 0.024 0.00
C -2.2586 3.5908 1.6337 -0.016 -0.005 -0.015 0.00
N 1.5446 5.2947 -2.9881 0.016 -0.007 -0.032 0.00
H -2.1800 -1.2777 4.5586 0.001 0.001 0.002 0.00
C 1.4185 -2.2882 -2.3581 -0.017 -0.014 0.000 0.01
B -0.6027 0.6398 3.1464 -0.015 -0.026 -0.005 0.00
Mn 0.0519 -0.0903 -0.2074 -0.013 -0.083 -0.054 4.69
C -3.8265 -2.4027 -2.4083 -0.012 0.000 -0.001 0.00
C -2.9131 -1.3694 -2.2437 0.004 0.010 0.002 0.00
H -4.8787 1.2473 -3.0513 0.001 0.001 0.001 0.00
C -2.0401 -1.4962 3.5126 0.001 0.004 -0.012 0.00
C 1.9247 0.6653 3.7492 0.000 -0.014 -0.004 0.00
C 1.4427 4.6831 -4.1473 -0.004 0.042 0.016 0.00
S 0.3702 -2.4729 -0.9494 0.011 -0.029 0.047 0.05
C 2.1087 -1.1732 -2.6581 -0.010 0.026 -0.046 0.01
N 0.5472 3.4011 -2.0519 0.068 -0.009 0.003 0.00
H -2.0375 -2.8259 0.5396 0.003 0.001 -0.004 0.00
H 1.8744 -4.3744 -2.6221 0.000 -0.001 0.003 0.00
H 4.1112 0.6050 3.4374 0.002 -0.001 -0.002 0.00
H -3.0754 -3.3910 3.0378 0.000 0.000 0.001 0.00
H 2.4461 -1.1177 -4.8124 -0.001 0.000 0.000 0.00
C 0.4648 2.7653 -3.2243 -0.013 0.036 -0.015 0.00
H -1.9689 3.0754 3.7958 0.003 0.000 0.002 0.00
H 0.0330 1.7786 -3.1783 0.002 -0.004 -0.015 0.00
H -1.8928 -1.5891 -1.9438 -0.004 0.005 0.001 0.00
S 1.2413 5.2712 -0.3276 -0.023 0.060 -0.004 0.00
C -2.3199 1.0952 -2.3032 -0.022 0.060 0.067 0.01
C 3.0164 -1.1044 -3.8762 -0.011 -0.007 0.004 0.00
N -1.3267 -0.6641 2.7354 0.008 -0.032 0.019 0.00
C -1.7885 2.8338 0.5494 -0.017 0.019 0.013 0.00
C -1.9640 -2.2655 1.4584 -0.030 0.001 0.013 0.00
H 3.2813 0.1144 0.8356 -0.007 0.001 -0.005 0.00
H -0.7894 0.8405 4.3236 -0.001 0.006 0.004 0.00
H 0.8801 2.9378 -5.3175 -0.006 -0.002 0.001 0.00
C 3.1086 0.5284 3.0528 0.001 -0.005 0.003 0.00
H 2.1250 -3.4125 -4.0912 -0.003 -0.003 0.003 0.00
S 2.0691 0.3227 -1.7187 0.036 0.049 0.094 0.05
C -4.6075 0.2159 -2.8654 -0.015 -0.018 -0.011 0.00
H 1.8050 5.2503 -5.0033 0.005 -0.004 0.002 0.00
C -5.1343 -2.1292 -2.7863 0.005 -0.014 0.001 0.00
H -1.9186 3.0080 -0.5081 0.002 -0.010 -0.004 0.00
O -1.2709 0.8622 -1.6308 0.007 -0.122 -0.147 0.05
H 1.7292 0.8725 4.7886 -0.005 0.001 0.001 0.00
C 1.1136 4.6443 -1.8706 -0.018 -0.004 -0.015 0.00
H 0.2165 2.9077 -1.2282 0.001 -0.008 0.012 0.00
N -1.1282 1.7650 0.9755 0.068 0.042 0.004 0.03
N 1.3829 0.2650 1.6502 -0.012 0.033 -0.019 0.03
H -3.5067 -3.4239 -2.2343 -0.003 -0.002 -0.001 0.00
O -2.6056 2.1826 -2.8268 -0.013 0.000 0.017 0.00
N -1.2790 -1.1327 1.4738 0.016 0.062 0.044 0.03
C -2.4788 -2.5480 2.7333 0.003 -0.001 -0.013 0.00
N -1.1627 1.8054 2.3213 -0.004 0.012 0.001 0.00
H -2.8081 4.5158 1.6048 0.004 0.003 -0.005 0.00
H -5.8492 -2.9365 -2.9042 0.003 -0.002 0.000 0.00
C 1.4926 -3.5328 -3.2100 0.008 0.012 -0.017 0.00
H 3.5870 -0.1777 -3.8526 0.002 0.001 0.003 0.00
H 3.7267 -1.9366 -3.9123 -0.002 -0.001 -0.003 0.00
C -3.3014 -0.0544 -2.4709 0.005 0.000 -0.004 0.00
H 0.4910 -3.8187 -3.5452 -0.003 0.002 -0.002 0.00
N 0.9082 0.5006 2.8871 0.013 0.012 0.018 0.00
C -1.8374 2.8903 2.7421 -0.011 -0.026 0.018 0.00
H -6.5454 -0.5955 -3.3091 0.000 0.003 0.000 0.00
C -5.5249 -0.8148 -3.0142 0.008 0.020 0.000 0.00
```
Forces are in eV/Å.